Record 1
{"formula": "C4H5NS", "method": "ωB97M-V/def2-TZVPD", "e_lumo_ev": 0.60, "charge": 0, "smiles": "C1NSC2=C1C2", "e_above_lowest_kcal_mol": 106.7, "molar_mass_g_mol": 99.16, "largest_force_ev_per_a": 4.55, "multiplicity": 1, "elements": ["C", "N", "S", "C", "C", "C", "H", "H", "H", "H", "H"], "xyz": [[-0.277, 1.112, -0.144], [1.070, 1.338, 0.126], [2.013, -0.169, 0.098], [0.663, -1.141, -0.324], [-0.493, -0.340, -0.370], [-0.758, -1.641, 0.202], [-0.822, 1.614, -1.010], [-0.717, 1.323, 0.830], [1.612, 2.078, -0.376], [-1.045, -1.803, 1.284], [-1.247, -2.371, -0.315]]}

Record 2
{"formula": "C4H5NS", "method": "ωB97M-V/def2-TZVPD", "e_lumo_ev": 0.65, "charge": 0, "smiles": "N#C[C@H]1C[C@H]1S", "e_above_lowest_kcal_mol": 26.5, "molar_mass_g_mol": 99.16, "largest_force_ev_per_a": 1.96, "multiplicity": 1, "elements": ["N", "C", "C", "C", "C", "S", "H", "H", "H", "H", "H"], "xyz": [[2.835, -0.502, -0.610], [1.699, -0.314, -0.711], [0.281, 0.030, -0.876], [-0.705, -0.809, -0.130], [-0.503, 0.644, 0.240], [0.325, 1.123, 1.738], [0.001, 0.347, -1.939], [-0.399, -1.586, 0.586], [-1.606, -1.051, -0.738], [-1.284, 1.307, -0.130], [-0.643, 0.812, 2.569]]}

Record 3
{"formula": "C4H5NS2", "method": "ωB97M-V/def2-TZVPD", "e_lumo_ev": -0.42, "charge": 0, "e_above_lowest_kcal_mol": 95.7, "molar_mass_g_mol": 131.22, "largest_force_ev_per_a": 5.25, "multiplicity": 1, "elements": ["C", "C", "C", "C", "H", "H", "H", "H", "H", "N", "S", "S"], "xyz": [[-0.183, -1.132, 0.393], [-0.481, -0.132, 1.524], [-0.196, 1.053, 1.004], [0.099, 1.188, -0.415], [1.704, 0.073, -2.779], [0.724, -1.705, 0.638], [-0.917, -1.698, -0.142], [-0.907, -0.575, 2.498], [-0.611, 1.716, 1.821], [0.166, -0.269, -0.748], [0.259, -0.953, -2.309], [0.341, 2.435, -1.484]]}